Formula: C5H10NOS
Source: the OMol25 dataset
Level of theory: ωB97M-V/def2-TZVPD

Values from the calculation:
**Gap between HOMO and LUMO**: 5.680 eV
**Energy above the lowest of the compared OMol25 structures with the same formula, charge and spin**: 1.680 eV
**Structure (SMILES)**: O=CCNCCC[S-]
**E_LUMO**: 3.22 eV

The geometry in ORCA input format:
```
! RIJCOSX wB97M-V def2-TZVPD def2/J DEFGRID3
* xyz -1 1
C -0.958 0.526 1.321
C -0.619 2.017 1.285
S -2.003 2.884 2.178
C -0.096 -0.455 0.504
N 0.022 -0.044 -0.927
C 1.194 -0.678 -1.550
C 0.772 -2.170 -1.638
O 1.562 -3.074 -1.599
H -1.118 0.109 2.323
H -1.988 0.451 0.942
H -0.552 2.300 0.233
H 0.278 2.222 1.877
H 0.925 -0.583 0.880
H -0.722 -1.352 0.476
H 0.173 0.957 -0.903
H 2.130 -0.531 -0.994
H 1.300 -0.256 -2.560
H -0.299 -2.323 -1.849
*
```

Taken from the Mulliken analysis, the atomic charges in e are: -0.804 -0.684 -0.686 -0.429 -0.410 -0.517 0.045 -0.503 0.362 0.315 0.224 0.218 0.336 0.279 0.179 0.301 0.374 0.401